# CHN3O2S

One molecule with the formula CHN3O2S in a non-equilibrium geometry (ωB97M-V/def2-TZVPD, the Open Molecules 2025 dataset).

XYZ file:
```
8
Properties=species:S:1:pos:R:3:forces:R:3:nbo_charge:R:1
C 1.439850 -0.658867 -1.271316 1.2 -0.7 0.2 -0.04
N 1.915718 -1.703859 -1.314413 0.0 -0.5 -0.4 -0.24
N -0.515088 0.361251 -0.164477 -1.3 -1.4 -4.1 -0.59
N -0.760347 0.479351 1.131707 -0.2 -0.8 1.7 0.62
O -1.830856 -0.037569 1.444790 0.6 0.6 0.5 -0.41
O 0.076287 1.006729 1.833441 -0.6 0.1 0.0 -0.38
S 0.898722 0.884673 -1.015770 -1.5 0.5 0.8 0.58
H -1.224287 -0.331709 -0.643963 1.9 2.1 1.3 0.45
```
Forces are in eV/Å.

Computed properties:
Relative energy (zero: lowest compared OMol25 entry of this formula, charge and spin)   101.2 kcal/mol
F_max   4.54 eV/Å
SMILES   N#CSN[N+](=O)[O-]
Spin multiplicity   1
Net charge   0
Highest occupied orbital energy   -10.836 eV